[1]
81
Properties=species:S:1:pos:R:3:forces:R:3:lowdin_spin:R:1 method="wB97M-V/def2-TZVPD" spin_multiplicity=3 relative_energy_kj_mol=118.1 s_squared=2.0275 lumo_ev="-13.5893 / -13.4402" charge=+4
Mo -0.327 1.059 -0.163 0.45 0.30 -1.34 1.91
O -0.866 -0.335 -2.039 -0.26 0.53 0.61 0.02
C -2.094 -1.076 -1.993 -0.23 -0.17 -0.02 0.00
C -2.641 -1.006 -0.609 0.06 -0.13 -0.16 0.00
C -3.685 -1.838 -0.245 -0.04 0.08 0.07 0.00
C -4.292 -1.673 0.989 0.09 0.06 -0.05 0.01
C -3.833 -0.655 1.820 -0.06 -0.08 -0.06 0.00
C -2.775 0.117 1.407 -0.11 0.04 0.19 0.00
N -2.151 -0.059 0.215 0.22 0.02 0.40 -0.01
H -0.450 -0.520 -2.892 0.32 0.09 0.11 0.00
H -1.922 -2.110 -2.289 0.09 0.02 0.00 0.00
H -2.822 -0.639 -2.684 0.08 0.02 -0.01 0.00
H -4.031 -2.593 -0.939 0.01 0.01 -0.02 0.00
H -5.117 -2.308 1.287 0.01 0.00 0.01 0.00
H -4.295 -0.472 2.780 0.04 0.05 0.00 0.00
H -2.418 0.912 2.044 0.07 -0.06 -0.02 0.00
F 6.824 -0.444 1.608 0.11 -0.02 0.01 0.00
C 5.568 -0.597 1.311 -0.17 -0.06 -0.05 0.00
C 4.975 -1.854 1.317 -0.02 0.06 -0.01 0.00
F 5.675 -2.917 1.609 0.07 -0.04 0.03 0.00
C 3.626 -1.987 1.006 -0.11 0.02 -0.06 0.00
F 3.125 -3.211 0.987 -0.06 -0.07 0.07 0.00
C 2.812 -0.899 0.695 -0.23 0.25 -0.02 0.00
P 1.009 -1.127 0.388 0.59 -1.15 0.33 -0.01
C 1.022 -2.271 -1.024 -0.12 0.26 0.03 0.00
C 1.989 -2.092 -2.018 -0.03 0.02 0.07 0.00
C 2.034 -2.959 -3.100 0.04 0.03 -0.05 0.00
C 1.111 -3.994 -3.202 -0.04 -0.04 0.00 0.00
C 0.136 -4.159 -2.225 -0.02 0.02 -0.01 0.00
C 0.081 -3.295 -1.140 0.03 0.04 0.01 0.00
C 0.331 -2.020 1.822 -0.18 0.37 -0.05 0.00
C 0.430 -3.405 1.987 0.04 -0.06 -0.05 0.00
C -0.055 -4.003 3.141 -0.01 0.02 0.01 0.00
C -0.652 -3.238 4.134 0.04 -0.07 -0.03 0.00
C -0.778 -1.866 3.968 -0.05 0.08 0.06 0.00
C -0.287 -1.263 2.824 -0.07 -0.14 -0.09 0.00
C 3.453 0.336 0.654 0.08 -0.01 0.09 0.00
Br 2.537 1.908 0.102 -0.47 -0.36 0.16 -0.01
C 4.791 0.503 0.956 -0.23 0.25 -0.09 0.00
F 5.325 1.712 0.896 0.10 -0.10 0.04 0.00
H 2.732 -1.306 -1.929 0.05 -0.05 -0.01 0.00
H 2.806 -2.847 -3.850 -0.02 0.01 -0.01 0.00
H 1.160 -4.682 -4.035 0.01 0.00 0.00 0.00
H -0.572 -4.974 -2.300 0.02 -0.01 0.00 0.00
H -0.671 -3.439 -0.374 -0.01 -0.03 -0.01 0.00
H 0.882 -4.032 1.236 0.10 0.02 -0.03 0.00
H 0.042 -5.073 3.262 0.00 0.00 0.01 0.00
H -1.014 -3.714 5.037 -0.02 0.01 -0.01 0.00
H -1.259 -1.274 4.736 0.04 0.01 0.01 0.00
H -0.359 -0.187 2.717 -0.26 -0.24 0.01 0.00
C -2.718 2.283 -2.896 -0.07 0.08 -0.15 0.00
C -2.746 2.875 -1.531 -0.17 0.13 -0.06 0.01
N -1.946 2.563 -0.522 0.06 -0.13 0.23 0.00
C -2.206 3.341 0.594 -0.16 0.22 -0.08 0.00
C -3.205 4.243 0.426 0.01 -0.08 -0.03 0.00
S -3.845 4.128 -1.151 0.25 -0.26 0.05 0.00
C -1.367 3.144 1.760 0.09 0.17 0.19 0.01
C -1.443 3.803 2.939 0.02 -0.06 -0.03 0.00
S -0.243 3.249 4.014 0.02 -0.25 -0.34 0.01
C 0.331 2.140 2.859 -0.02 0.20 0.24 0.02
N -0.340 2.188 1.697 -0.29 -0.25 -0.25 0.01
C 1.466 1.258 3.241 0.29 0.18 -0.01 0.00
H -1.993 1.479 -2.971 -0.01 0.06 0.02 0.00
H -2.463 3.054 -3.628 0.05 -0.03 0.01 0.00
H -3.705 1.918 -3.184 0.01 -0.04 0.05 0.00
H -3.592 4.959 1.136 0.01 0.01 -0.02 0.00
H -2.146 4.570 3.226 0.04 0.02 -0.01 0.00
H 1.357 0.940 4.280 -0.03 -0.04 -0.03 0.00
H 2.404 1.815 3.186 0.02 0.02 -0.06 0.00
H 1.531 0.370 2.624 0.17 0.13 0.02 0.00
Cl 2.209 1.499 -5.301 0.02 -0.01 0.00 0.00
C 1.517 2.332 -3.990 -0.09 0.13 0.23 0.00
C 1.432 3.724 -3.959 0.03 0.01 -0.04 0.01
C 0.886 4.330 -2.838 0.02 -0.10 0.05 0.00
C 0.396 3.550 -1.808 0.03 0.20 -0.07 0.01
N 0.445 2.203 -1.851 -0.33 0.18 0.24 -0.01
C 1.037 1.616 -2.903 0.20 -0.15 -0.19 0.01
H 1.809 4.322 -4.781 0.01 -0.06 -0.03 0.00
H 0.842 5.407 -2.755 -0.01 0.00 -0.01 0.00
H -0.025 4.015 -0.928 -0.05 -0.05 -0.02 0.00
H 1.211 0.549 -2.872 -0.06 -0.04 0.03 0.00

[2]
35
Properties=species:S:1:pos:R:3:forces:R:3:nbo_charge:R:1 method="wB97M-V/def2-TZVPD" relative_energy_kj_mol=392.7 lumo_ev=-5.0775 charge=+1
Pt -0.213 0.705 -1.234 0.03 -0.29 -0.14 1.18
O -2.201 0.900 -1.226 0.02 0.34 -0.01 -0.71
C -2.884 0.950 -0.081 -0.03 -0.18 -0.04 0.44
C -4.114 1.615 -0.090 0.00 0.04 0.03 -0.31
C -4.898 1.647 1.044 0.00 -0.01 0.00 -0.12
C -4.489 1.019 2.225 0.00 0.01 0.00 -0.24
C -3.295 0.345 2.244 -0.01 0.01 -0.01 -0.11
C -2.471 0.298 1.102 0.03 -0.01 0.00 -0.25
C -1.263 -0.459 1.186 -0.10 -0.09 -0.05 0.19
N -0.324 -0.490 0.301 -0.02 0.18 0.08 -0.27
N 0.784 -1.288 0.502 0.06 -0.04 0.05 -0.36
C 1.690 -1.080 -0.400 0.01 0.08 -0.05 0.55
O 1.504 -0.223 -1.399 0.09 0.09 0.22 -0.69
C 2.965 -1.805 -0.377 0.00 -0.03 0.05 -0.09
C 3.912 -1.571 -1.372 0.00 0.00 0.00 -0.18
C 5.114 -2.259 -1.349 0.01 0.00 0.00 -0.21
C 5.371 -3.175 -0.339 0.00 0.00 -0.01 -0.16
C 4.427 -3.408 0.654 -0.01 0.00 0.00 -0.21
C 3.224 -2.726 0.639 0.01 0.00 -0.01 -0.18
H -4.448 2.076 -1.010 0.01 -0.01 -0.01 0.23
H -5.848 2.165 1.013 0.00 -0.01 0.00 0.23
H -5.111 1.056 3.108 -0.01 0.00 0.00 0.24
H -2.969 -0.161 3.144 0.01 -0.02 -0.01 0.23
H -1.081 -1.080 2.058 0.00 -0.01 -0.01 0.25
H 3.704 -0.858 -2.156 -0.01 0.00 0.00 0.23
H 5.850 -2.080 -2.120 0.00 0.00 0.00 0.23
H 6.310 -3.712 -0.325 0.00 0.00 0.00 0.23
H 4.630 -4.124 1.439 0.00 0.00 0.00 0.23
H 2.483 -2.902 1.405 0.00 0.00 0.00 0.23
C -1.406 3.690 -1.215 0.12 0.07 0.25 -0.75
C -0.424 2.666 -1.577 0.13 -0.05 0.01 0.65
O 0.445 2.523 -2.368 -0.34 -0.08 -0.32 -0.38
H -1.040 4.662 -1.541 -0.01 0.01 0.01 0.29
H -1.606 3.661 -0.146 0.00 0.01 0.00 0.29
H -2.327 3.422 -1.738 0.02 -0.02 -0.03 0.31

[3]
10
Properties=species:S:1:pos:R:3:forces:R:3:nbo_charge:R:1 method="wB97M-V/def2-TZVPD" relative_energy_kj_mol=181.1 lumo_ev=0.2198
H -2.292 -1.265 -0.030 0.17 0.29 -0.18 0.36
N -1.325 -1.574 -0.121 -0.08 -0.79 0.62 -0.55
C -0.453 -0.714 0.069 -0.54 2.42 -1.26 0.22
C -0.327 0.936 0.017 -1.43 -1.67 0.50 -0.28
N 1.062 0.734 -0.199 0.80 -2.50 -0.22 -0.65
C 1.052 -0.734 -0.052 1.27 2.55 1.03 0.62
O 1.954 -1.478 0.154 -0.16 -0.37 -0.48 -0.51
H -0.617 1.423 0.951 0.05 0.00 -0.07 0.19
H -0.878 1.328 -0.840 -0.02 0.17 0.12 0.19
H 1.823 1.345 0.053 -0.06 -0.10 -0.05 0.41

[4]
18
Properties=species:S:1:pos:R:3:forces:R:3:nbo_charge:R:1 method="wB97M-V/def2-TZVPD" spin_multiplicity=3 s_squared=2.0117 lumo_ev="0.5745 / -1.6393"
C -2.701 1.759 0.482 2.69 0.18 -0.86 0.32
C -0.529 0.407 -0.355 -0.60 -1.26 -4.10 0.23
C 2.488 -0.969 1.198 -2.00 2.06 3.09 -0.26
C 0.899 0.136 -0.318 2.23 0.61 0.83 0.47
C -1.327 -0.902 -0.353 -1.19 -0.15 3.01 0.92
N 1.738 0.565 -1.193 -1.02 -0.95 -0.03 -0.71
O -3.256 1.665 1.481 -2.21 0.04 1.85 -0.45
O -1.003 1.012 -1.554 1.47 1.38 2.07 -0.66
O 1.155 -0.560 0.820 0.08 0.25 -0.68 -0.50
F -1.360 -1.478 0.949 0.72 0.39 -2.31 -0.34
F -0.962 -1.779 -1.284 0.75 -0.15 0.60 -0.30
F -2.607 -0.668 -0.589 -0.82 0.40 -0.36 -0.31
H -2.789 2.095 -0.545 -1.33 0.38 -0.56 0.14
H 2.346 -0.932 2.353 0.82 -0.29 -1.96 0.21
H 3.278 -0.282 0.916 -0.02 -0.02 -0.33 0.19
H 2.560 -1.949 0.886 0.88 -2.04 -0.71 0.19
H -0.520 1.882 -1.658 -0.37 -1.47 -0.07 0.50
H 2.592 -0.002 -1.236 -0.08 0.65 0.52 0.36

[5]
25
Properties=species:S:1:pos:R:3:forces:R:3:nbo_charge:R:1 method="wB97M-V/def2-TZVPD" relative_energy_kj_mol=193.5 lumo_ev=-0.0059
C -1.962 -0.624 0.311 -1.10 -1.55 -0.53 -0.41
C -2.038 0.736 -0.064 0.97 0.54 1.18 0.17
C -0.741 -1.028 0.777 -0.71 -0.83 -0.66 0.26
C -3.360 1.298 -0.566 -0.07 0.09 -1.72 -0.64
C -0.462 -2.495 1.127 0.33 -1.38 -1.15 -0.66
C 3.213 -0.446 0.668 -3.72 -2.19 -1.66 -1.07
C 1.445 0.819 -1.702 0.27 0.34 -0.49 -1.16
N -0.964 1.451 0.133 0.38 -2.43 0.97 -0.24
N 0.136 -0.062 0.895 -1.21 2.83 -0.87 -0.71
O 1.822 2.051 0.735 0.19 4.74 1.22 -1.13
Si 1.548 0.625 0.185 1.38 -2.86 -1.92 2.03
H -2.730 -1.367 0.083 0.00 0.44 0.23 0.21
H -3.236 1.590 -1.672 -0.39 -0.78 1.50 0.24
H -4.145 0.532 -0.397 0.57 0.36 -0.58 0.23
H -3.766 2.196 -0.110 0.64 0.16 0.47 0.24
H -0.787 -3.278 0.319 0.11 1.90 1.10 0.24
H 0.660 -2.685 1.117 -1.44 0.29 0.96 0.24
H -1.081 -2.776 2.031 1.36 0.28 -0.67 0.25
H 3.032 -1.220 1.446 0.26 1.07 0.13 0.23
H 3.518 -1.118 -0.170 -0.46 0.58 0.04 0.22
H 4.019 0.176 0.778 1.90 1.60 0.98 0.23
H 2.255 1.542 -1.969 -0.01 -0.91 0.17 0.24
H 1.608 -0.157 -2.186 0.14 0.41 -0.13 0.23
H 0.591 1.320 -2.212 0.05 -0.64 0.89 0.25
H 1.422 2.919 0.442 0.53 -2.06 0.54 0.53

[6]
21
Properties=species:S:1:pos:R:3:forces:R:3:nbo_charge:R:1 method="wB97M-V/def2-TZVPD" smiles=CC(C)CCO.O relative_energy_kj_mol=173.9 lumo_ev=0.8089
C 0.156 -0.626 1.768 -1.64 -0.16 0.00 -0.60
C 0.457 0.280 0.636 1.79 3.46 -0.21 -0.23
C -0.628 1.337 0.269 -2.98 -3.49 -0.34 -0.62
C 1.110 -0.441 -0.562 0.32 -0.89 -1.01 -0.42
C 2.048 0.294 -1.547 1.23 -0.87 2.17 -0.06
O 3.039 0.875 -0.685 -0.88 -0.09 0.30 -0.73
H -0.559 -1.438 1.525 -0.08 0.64 0.12 0.20
H 1.005 -1.134 2.141 1.17 -0.32 0.37 0.21
H -0.216 0.062 2.520 -0.38 -0.54 0.59 0.21
H 1.121 1.083 1.034 1.06 -1.42 -0.06 0.22
H -0.916 0.754 -0.602 -1.40 0.86 -0.79 0.21
H -0.401 2.309 -0.046 1.14 1.25 -0.21 0.21
H -1.572 1.412 0.914 1.53 -0.36 -0.50 0.21
H 1.651 -1.303 -0.092 -0.10 0.68 -0.70 0.21
H 0.449 -0.878 -1.331 -0.88 -0.21 0.92 0.20
H 2.563 -0.407 -2.256 -0.74 0.28 0.58 0.16
H 1.578 1.063 -2.114 -0.74 0.64 -0.48 0.16
H 3.777 1.050 -1.224 1.57 0.56 -0.76 0.46
O -4.588 -1.685 0.030 -2.37 0.30 -2.43 -0.94
H -5.245 -1.792 -0.791 2.22 0.44 2.83 0.47
H -4.831 -0.816 0.413 0.16 -0.75 -0.40 0.47

no.,total energy (eV)
1,-173059.4012
2,-29163.5290
3,-8202.0082
4,-21061.6654
5,-20390.3315
6,-9505.1970